Computed, not measured: a structure of composition C22H44NbO6Si at a distorted geometry, with ωB97M-V/def2-TZVPD.

Last column: Löwdin charge in e.
Geometry (Å):
C  5.693  0.295  0.215  -0.187
Si  4.006  -0.083  -0.551  0.593
C  4.321  -1.356  -1.916  -0.176
C  2.893  -0.772  0.796  -0.247
C  1.410  -0.926  0.438  -0.271
C  1.133  -1.895  -0.726  -0.188
C  -0.054  -2.848  -0.480  -0.206
C  -1.234  -2.624  -1.422  -0.217
C  -1.745  -1.179  -1.528  -0.217
C  -1.887  -0.398  -0.209  -0.316
C  -1.570  1.108  -0.388  -0.441
Nb  -1.289  2.176  1.576  0.850
C  3.325  1.471  -1.365  -0.225
C  2.015  1.591  -1.839  -0.089
C  1.576  2.770  -2.430  -0.075
C  2.434  3.860  -2.575  -0.089
C  3.740  3.762  -2.118  -0.096
C  4.173  2.581  -1.516  -0.102
H  5.975  -0.506  0.894  0.024
H  6.428  0.368  -0.583  0.022
H  5.693  1.223  0.781  0.027
H  4.355  -2.376  -1.547  0.022
H  3.517  -1.275  -2.644  0.023
H  5.248  -1.116  -2.431  0.021
H  3.288  -1.755  1.067  0.076
H  2.958  -0.154  1.690  0.076
H  0.894  -1.318  1.313  0.078
H  0.964  0.049  0.274  0.036
H  0.923  -1.353  -1.645  0.093
H  2.016  -2.506  -0.884  0.088
H  -0.397  -2.777  0.549  0.089
H  0.272  -3.878  -0.613  0.101
H  -2.052  -3.279  -1.122  0.101
H  -0.949  -2.939  -2.428  0.102
H  -1.140  -0.603  -2.224  0.089
H  -2.733  -1.230  -1.986  0.101
H  -2.925  -0.443  0.113  0.091
H  -1.305  -0.842  0.592  0.042
H  -0.690  1.237  -1.022  -0.007
H  -2.408  1.548  -0.931  0.013
H  -0.919  3.675  0.554  -0.180
H  0.554  1.941  1.626  -0.183
H  -1.492  0.703  2.683  -0.192
H  -3.095  2.562  1.595  -0.182
H  -1.170  3.358  2.981  -0.223
H  1.318  0.777  -1.720  0.065
H  0.550  2.837  -2.758  0.100
H  2.064  4.766  -3.029  0.094
H  4.407  4.605  -2.209  0.091
H  5.192  2.547  -1.160  0.080
C  0.984  -2.905  4.128  -0.024
O  0.294  -3.886  4.913  0.010
C  0.114  -5.050  4.302  -0.626
O  0.485  -5.343  3.196  0.122
O  -0.552  -5.859  5.133  -0.001
C  -0.821  -7.151  4.592  -0.051
H  1.065  -2.013  4.741  0.099
H  1.981  -3.256  3.869  0.097
H  0.421  -2.670  3.227  0.085
H  0.106  -7.670  4.356  0.094
H  -1.438  -7.073  3.699  0.097
H  -1.360  -7.696  5.362  0.090
C  -5.271  4.780  0.439  -0.041
O  -5.931  4.920  -0.831  -0.003
C  -5.474  4.103  -1.773  -0.627
O  -4.599  3.294  -1.650  0.126
O  -6.163  4.338  -2.901  -0.008
C  -5.758  3.519  -3.995  -0.055
H  -5.744  5.498  1.104  0.087
H  -5.401  3.777  0.837  0.078
H  -4.210  5.002  0.357  0.091
H  -5.910  2.465  -3.766  0.095
H  -4.712  3.693  -4.241  0.096
H  -6.384  3.804  -4.837  0.087

Computed properties:
Maximum force (hartree/bohr): 0.0343
Multiplicity: 1
Net charge: -1
Gap between HOMO and LUMO (eV): 7.24
M (g/mol): 525.580
HOMO (eV): -4.81
Lowest unoccupied orbital energy (Ha): 0.089



Computed, not measured: a cluster of 6 separate species, C22H44O9S in total at a distorted geometry, with ωB97M-V/def2-TZVPD.

Last column: Löwdin charge in e.
Geometry (Å):
O  -26.333  6.301  8.055  -0.237
S  -27.275  7.392  7.753  0.767
O  -26.941  8.758  8.175  -0.259
O  -27.643  7.497  6.165  -0.219
C  -29.014  7.894  5.931  -0.147
C  -29.814  7.563  7.204  -0.202
O  -28.888  6.966  8.041  -0.218
H  -29.075  8.952  5.678  0.125
H  -29.407  7.347  5.074  0.126
H  -30.562  6.780  7.076  0.134
H  -30.237  8.442  7.690  0.129
C  -22.520  15.093  1.358  -0.173
C  -22.892  16.383  0.576  -0.136
C  -23.616  15.922  -0.726  -0.202
O  -23.413  14.544  -0.654  -0.154
C  -23.338  14.067  0.676  -0.217
H  -22.777  15.208  2.411  0.102
H  -21.461  14.840  1.411  0.110
H  -22.043  17.042  0.395  0.103
H  -23.628  16.892  1.198  0.097
H  -23.062  16.355  -1.559  0.111
H  -24.662  16.197  -0.863  0.113
H  -22.890  13.075  0.625  0.126
H  -24.368  13.992  1.025  0.121
C  -26.342  15.626  5.534  -0.177
C  -25.475  14.494  6.089  -0.168
C  -26.241  13.964  7.303  -0.235
O  -26.639  15.168  7.844  -0.143
C  -26.986  16.107  6.786  -0.186
H  -27.068  15.203  4.840  0.108
H  -25.775  16.334  4.929  0.111
H  -24.503  14.835  6.445  0.114
H  -25.325  13.697  5.360  0.106
H  -25.705  13.382  8.053  0.124
H  -27.100  13.340  7.054  0.114
H  -26.715  17.114  7.103  0.119
H  -28.063  16.105  6.616  0.113
C  -32.972  14.694  0.404  -0.185
C  -33.485  14.379  -1.029  -0.163
C  -32.360  13.456  -1.380  -0.219
O  -31.126  14.071  -0.895  -0.139
C  -31.450  14.860  0.269  -0.196
H  -33.190  13.952  1.171  0.107
H  -33.440  15.643  0.665  0.101
H  -33.366  15.275  -1.638  0.117
H  -34.462  13.907  -1.135  0.117
H  -32.346  13.380  -2.467  0.120
H  -32.493  12.509  -0.856  0.119
H  -31.299  15.934  0.167  0.111
H  -30.980  14.504  1.186  0.111
C  -20.654  11.582  11.192  -0.173
C  -20.087  11.662  12.609  -0.181
C  -19.176  10.438  12.707  -0.227
O  -19.725  9.518  11.797  -0.130
C  -20.850  10.073  11.079  -0.188
H  -19.855  11.913  10.529  0.112
H  -21.581  12.116  10.986  0.113
H  -20.872  11.543  13.357  0.108
H  -19.621  12.621  12.834  0.108
H  -19.108  10.049  13.723  0.113
H  -18.148  10.729  12.492  0.111
H  -21.834  9.823  11.476  0.117
H  -20.756  9.806  10.026  0.117
C  -26.517  21.010  10.081  -0.181
C  -26.764  22.403  10.571  -0.165
C  -26.997  22.159  12.083  -0.203
O  -25.939  21.319  12.308  -0.139
C  -25.843  20.416  11.308  -0.253
H  -26.042  20.901  9.106  0.111
H  -27.494  20.581  9.861  0.106
H  -27.618  22.935  10.152  0.111
H  -25.837  22.962  10.442  0.119
H  -27.814  21.535  12.444  0.128
H  -26.918  23.090  12.646  0.123
H  -26.251  19.435  11.551  0.120
H  -24.776  20.269  11.137  0.123

Computed properties:
Maximum force (hartree/bohr): 0.0812
Multiplicity: 1
SMILES string: O=S1(=O)OCCO1.C1CCOC1.C1CCOC1.C1CCOC1.C1CCOC1.C1CCOC1
Gap between HOMO and LUMO (eV): 9.84
M (g/mol): 484.652
HOMO (eV): -9.45
ΔE to the lowest compared entry with this formula, charge and spin (eV): 5.400
Lowest unoccupied orbital energy (Ha): 0.014



Computed, not measured: a structure of composition C22H44PTl at a distorted geometry, with ωB97M-V/def2-TZVPD.

Last column: Löwdin charge in e.
Geometry (Å):
C  1.854  2.364  -1.778  -0.130
H  2.671  3.016  -1.448  0.099
H  2.181  1.861  -2.696  0.081
H  1.704  1.597  -1.011  -0.030
C  0.575  3.172  -2.023  -0.326
H  -0.234  2.493  -2.323  0.073
H  0.253  3.639  -1.084  0.102
C  0.758  4.252  -3.094  -0.096
H  -0.166  4.819  -3.255  0.082
H  1.542  4.962  -2.804  0.086
H  1.052  3.808  -4.052  0.080
C  -0.788  -2.202  -1.048  -0.423
C  -1.491  -1.475  -2.093  -0.283
C  -0.528  -1.122  -3.037  -0.259
C  0.739  -1.744  -2.675  -0.270
C  0.563  -2.484  -1.507  -0.296
C  1.531  -3.408  -0.850  0.017
C  1.976  -1.659  -3.506  0.010
C  -0.739  -0.325  -4.281  0.013
C  -2.956  -1.203  -2.131  0.016
C  -1.456  -2.900  0.091  -0.016
Tl  0.111  -0.318  -0.959  1.130
H  2.862  -1.952  -2.945  0.092
H  1.909  -2.313  -4.379  0.117
H  2.149  -0.650  -3.880  0.089
H  2.562  -3.155  -1.093  0.093
H  1.442  -3.384  0.235  0.066
H  1.365  -4.441  -1.168  0.118
H  -2.296  -2.327  0.480  0.072
H  -1.840  -3.872  -0.229  0.117
H  -0.768  -3.074  0.917  0.064
H  -3.191  -0.328  -2.736  0.093
H  -3.502  -2.050  -2.556  0.118
H  -3.361  -1.023  -1.136  0.082
H  0.084  0.365  -4.470  0.094
H  -0.813  -0.976  -5.157  0.118
H  -1.653  0.265  -4.234  0.092
C  0.960  -2.164  3.155  -0.102
C  -0.214  -1.178  3.178  -0.475
C  -0.219  -0.544  4.588  -0.078
P  -0.207  -0.062  1.654  1.165
C  -1.996  0.508  1.587  -0.520
C  -2.639  0.829  2.937  -0.097
C  -2.132  1.761  0.704  -0.109
C  1.157  1.198  1.815  -0.559
C  1.114  2.078  3.066  -0.079
C  2.564  0.624  1.599  -0.095
H  1.927  -1.666  3.330  0.080
H  1.010  -2.699  2.200  0.046
H  0.839  -2.926  3.955  0.114
H  -1.134  -1.792  3.069  0.119
H  0.771  -0.152  4.863  0.081
H  -0.964  0.242  4.763  0.067
H  -0.419  -1.342  5.334  0.117
H  -2.607  -0.299  1.146  0.100
H  -2.093  1.640  3.460  0.090
H  -3.685  1.169  2.786  0.111
H  -2.718  -0.085  3.558  0.085
H  -1.813  1.589  -0.337  0.039
H  -3.195  2.079  0.650  0.112
H  -1.536  2.598  1.126  0.097
H  0.956  1.903  0.989  0.080
H  1.452  1.554  3.967  0.074
H  1.820  2.928  2.939  0.111
H  0.100  2.501  3.215  0.084
H  2.617  0.034  0.662  0.060
H  3.297  1.454  1.517  0.114
H  2.886  -0.007  2.442  0.081

Computed properties:
Maximum force (hartree/bohr): 0.1107
Multiplicity: 1
Net charge: +2
Gap between HOMO and LUMO (spin up / spin down) (eV): 5.92 / 5.92
M (g/mol): 543.951
HOMO (spin up / spin down) (eV): -14.89 / -14.89
Lowest unoccupied orbital energy (spin up / spin down) (Ha): -0.330 / -0.330